A structure of composition C50H75CoGeN5O2P3. Source: the OMol25 dataset; level of theory: ωB97M-V/def2-TZVPD.

```
! wB97M-V def2-TZVPD RIJCOSX def2/J DEFGRID3
* xyz 1 6
Co 0.8714 -0.7362 1.0388
C 1.7029 -0.8946 4.5228
C 0.2132 -1.2188 4.6175
C -0.4383 -0.4319 5.7524
P -0.6395 -1.0790 2.9754
C -1.8694 0.3053 3.1362
N -2.2839 0.8631 1.8585
Ge -1.0266 0.5777 -0.0775
N -2.2115 -0.1980 -1.9594
C -1.6506 -1.2845 -2.7053
P 0.1236 -0.8627 -3.1867
C -0.0124 0.2640 -4.6736
C -0.8122 -0.2398 -5.8715
C -0.4235 1.6931 -4.3064
C 0.5473 -2.4762 -4.0183
C 0.6504 -3.6171 -3.0118
C 1.8668 -2.3621 -4.7878
C -3.1507 0.5864 -2.4978
C -3.8847 0.3165 -3.6864
C -4.6191 1.3021 -4.2970
C -4.6381 2.5894 -3.7600
C -4.0100 2.8499 -2.5476
C -3.3468 1.8456 -1.8750
N -2.8256 2.0310 -0.5313
C -3.8769 1.8768 0.4544
C -5.1884 2.2164 0.2104
C -6.1315 2.1914 1.2358
C -5.7550 1.8512 2.5336
C -4.4647 1.4619 2.7912
C -3.4962 1.3958 1.7461
C -2.1655 3.3331 -0.4470
C -2.8493 4.4953 -0.1538
C -2.2128 5.7215 -0.2676
C -0.9053 5.7496 -0.7318
C -0.2091 4.5809 -0.9882
C -0.8018 3.3247 -0.7725
N -0.1453 2.1162 -0.8128
C 1.3174 2.1936 -0.8193
P 2.3468 0.9142 0.0826
C 3.7554 0.6944 -1.1109
C 4.4590 2.0001 -1.4950
C 3.3766 -0.0755 -2.3693
C 3.1894 1.6901 1.5582
C 3.3398 3.2086 1.5602
C 4.5149 0.9799 1.8546
C -1.7998 -2.5235 2.9561
C -2.4600 -2.8699 4.2897
C -2.8890 -2.3072 1.8984
H 2.2006 -1.2104 5.4414
H 2.1748 -1.4252 3.6956
H 1.8542 0.1754 4.3886
H 0.1261 -2.2922 4.8244
H -0.2874 0.6373 5.6011
H -1.5051 -0.6339 5.8548
H 0.0392 -0.6947 6.6976
H -2.7287 -0.0860 3.6834
H -1.4224 1.0918 3.7517
H -1.5427 -2.1484 -2.0494
H -2.2212 -1.5775 -3.5853
H 1.0388 0.3224 -4.9792
H -1.8686 -0.3493 -5.6280
H -0.7494 0.4851 -6.6854
H -0.4493 -1.1916 -6.2550
H -1.5050 1.7895 -4.2347
H 0.0042 2.0169 -3.3587
H -0.0960 2.3832 -5.0858
H -0.2557 -2.7110 -4.7247
H 1.3563 -3.3829 -2.2130
H -0.3025 -3.8550 -2.5446
H 0.9976 -4.5192 -3.5174
H 2.7075 -2.2954 -4.0962
H 2.0117 -3.2574 -5.3932
H 1.9124 -1.5055 -5.4568
H -3.8611 -0.6697 -4.1194
H -5.1603 1.0855 -5.2072
H -5.1706 3.3829 -4.2633
H -4.0587 3.8431 -2.1249
H -5.5008 2.5288 -0.7743
H -7.1529 2.4709 1.0205
H -6.4790 1.8851 3.3351
H -4.1805 1.1959 3.7963
H -3.8844 4.4512 0.1606
H -2.7399 6.6331 -0.0299
H -0.4091 6.6979 -0.8848
H 0.8071 4.6472 -1.3447
H 1.6844 2.1932 -1.8521
H 1.6230 3.1414 -0.3746
H 4.4642 0.0768 -0.5518
H 3.7655 2.7428 -1.8916
H 4.9936 2.4487 -0.6629
H 5.1889 1.7942 -2.2796
H 2.7403 0.5217 -3.0246
H 4.2824 -0.3227 -2.9266
H 2.8455 -0.9975 -2.1416
H 2.5203 1.4417 2.3813
H 3.9185 3.5840 0.7163
H 2.3726 3.7085 1.5620
H 3.8504 3.5113 2.4756
H 5.3234 1.3065 1.2021
H 4.8093 1.2081 2.8795
H 4.4366 -0.1065 1.7767
H -1.1716 -3.3643 2.6448
H -3.0926 -2.0572 4.6527
H -3.1060 -3.7382 4.1502
H -1.7446 -3.1189 5.0703
H -3.7108 -1.7150 2.3084
H -2.5219 -1.7960 1.0083
H -3.3015 -3.2659 1.5833
C -0.5042 3.5433 2.6575
C 0.2688 2.2517 2.8424
O 0.7962 2.0172 3.9241
O 0.2799 1.4250 1.8497
H -0.4649 4.1263 3.5735
H -1.5426 3.3311 2.3986
H -0.0904 4.1267 1.8367
C 5.1595 -4.3476 1.1166
N 4.4487 -3.1111 0.8729
C 4.2046 -2.8980 -0.5350
C 3.2686 -2.8840 1.6927
C 1.9792 -3.5358 1.2265
C 1.8591 -4.9240 1.2808
C 0.7232 -5.5593 0.8026
C -0.3028 -4.7979 0.2639
C -0.1839 -3.4155 0.2370
C 0.9374 -2.7377 0.7231
H 6.1483 -4.2888 0.6590
H 4.6573 -5.2337 0.7022
H 5.2925 -4.4945 2.1889
H 5.1539 -2.8114 -1.0674
H 3.6428 -1.9736 -0.6652
H 3.6214 -3.7070 -1.0033
H 3.0963 -1.7970 1.7143
H 3.5103 -3.1883 2.7146
H 2.6562 -5.5168 1.7111
H 0.6413 -6.6364 0.8499
H -1.1928 -5.2802 -0.1230
H -1.0147 -2.8410 -0.1575
*
```

## Properties
energy above the lowest of the compared OMol25 structures with the same formula, charge and spin: 0.000 eV
HOMO-LUMO gap (alpha / beta): 7.5 / 5.2 eV
⟨S²⟩: 8.86
HOMO energy (alpha / beta): -9.423 / -9.952 eV
E: -6857.999840 a.u.

An isolated molecule of C3H2ClNO. Source: the OMol25 dataset; level of theory: ωB97M-V/def2-TZVPD.

```
! wB97M-V def2-TZVPD RIJCOSX def2/J DEFGRID3
* xyz 0 1
O -1.1053 -1.5263 -0.6892
C -1.3979 -0.3850 -0.4897
N -0.5169 0.5014 0.0740
C 0.6661 0.0690 0.5270
C 1.9743 0.1593 0.5289
Cl 3.3426 -0.5482 0.9808
H -2.2741 0.2757 -0.7092
H -0.6888 1.4543 -0.2225
*
```

## Properties
energy above the lowest of the compared OMol25 structures with the same formula, charge and spin: 2.724 eV
HOMO-LUMO gap: 8.8 eV
SMILES: O=CNC#CCl
HOMO energy: -8.844 eV
E: -705.584013 a.u.

An isolated molecule of C5H9NO. Source: the OMol25 dataset; level of theory: ωB97M-V/def2-TZVPD.

```
! wB97M-V def2-TZVPD RIJCOSX def2/J DEFGRID3
* xyz 0 1
C -0.5137 1.3691 -1.1081
C -0.1128 0.2941 -0.0806
C -1.1749 0.1764 1.0141
N 0.1570 -0.9661 -0.7390
C 1.0232 -1.5680 0.2483
C 1.4673 -0.0403 0.7000
O 2.5177 0.4709 0.9470
H -0.4722 2.3707 -0.6786
H -1.5490 1.2248 -1.4720
H 0.1275 1.3488 -1.9968
H -1.3450 1.1570 1.4680
H -0.8449 -0.4988 1.8074
H -2.1424 -0.1891 0.6386
H 0.7168 -0.7645 -1.5649
H 0.4422 -2.0802 1.0257
H 1.7031 -2.3048 -0.2090
*
```

## Properties
energy above the lowest of the compared OMol25 structures with the same formula, charge and spin: 2.538 eV
HOMO-LUMO gap: 10.1 eV
SMILES: CC1(C)NCC1=O
HOMO energy: -9.095 eV
E: -325.844295 a.u.